No. 1
62
Properties=species:S:1:pos:R:3:forces:R:3 method="wB97M-V/def2-TZVPD" homo_energy_ha=-0.4107 lumo_energy_ha=-0.35667 orbital_gap_ev=1.5 charge=+2
C 0.602 -3.404 -1.488 1.3680 1.0546 -0.2880
O 0.067 -2.162 -0.907 0.5356 1.3027 -0.6871
C 0.383 -0.987 -1.777 -0.0312 -0.9480 -0.7144
N 0.133 0.251 -0.961 -0.5571 0.6287 -0.4391
C -1.247 0.917 -1.167 -1.8656 0.7405 -0.1673
C -2.273 0.659 0.099 0.5733 0.5637 0.4583
C -3.388 1.902 0.184 0.3478 -2.4853 -0.8682
S -2.667 3.485 0.913 -2.6069 4.3596 6.6066
O -3.905 4.372 1.318 4.6353 -3.7061 -2.8577
O -1.842 3.225 2.212 -1.7743 -0.0844 -5.3548
O -1.759 4.417 -0.196 0.0292 -1.9772 1.4218
C 0.966 0.886 -0.089 1.8017 0.9817 1.4652
N 0.565 2.159 0.621 6.4548 -2.1945 1.1310
C 1.789 2.519 1.434 -3.3703 -4.5225 -4.5128
N 2.796 1.427 1.150 -0.6371 3.5492 2.4611
P 4.340 1.683 2.002 1.3841 6.8361 2.1440
O 4.181 2.893 3.050 -0.2635 -5.1305 -4.5356
O 5.485 2.276 0.790 -3.3719 -1.1245 1.7342
O 4.925 0.317 2.907 -0.3402 0.9905 -5.2647
N 2.347 0.442 0.285 -4.0966 1.3315 -0.7110
C 3.228 -0.723 -0.058 2.5760 -0.3384 0.0017
C 4.410 -0.272 -1.152 -1.1042 1.9759 -3.7875
N 4.078 0.348 -2.355 1.9035 -2.9360 6.2129
H 0.630 -3.276 -2.653 -0.0433 -0.4839 2.3382
H 1.665 -3.663 -1.026 -2.1407 1.4745 -1.0681
H -0.113 -4.291 -1.133 0.0798 1.6086 -0.1644
H -0.378 -1.070 -2.686 1.5884 0.7691 1.9982
H 1.465 -1.050 -2.248 -1.9392 0.3245 1.3045
H -1.146 2.082 -1.387 0.1481 -2.5705 0.6788
H -1.806 0.478 -2.125 1.7605 0.7242 2.0358
H -1.708 0.659 1.130 -0.8851 0.0767 -2.0417
H -2.792 -0.402 0.000 1.0590 2.6761 -0.0194
H -4.225 1.548 0.955 1.8750 1.3538 -1.7424
H -3.801 2.028 -0.913 0.6098 0.3609 2.4266
H -0.794 4.434 0.090 -1.6383 -0.3023 -0.1317
H 1.826 3.484 2.094 0.4449 -2.2673 -1.1415
H 4.996 3.092 0.415 1.0635 -1.5065 0.7530
H 5.557 -0.157 2.259 -0.1991 0.0853 1.4316
H 3.837 -0.995 0.932 -1.5720 0.5134 -1.9530
H 2.682 -1.708 -0.375 0.5933 2.3233 0.5783
H 5.550 -0.471 -0.859 -2.6033 0.2595 -0.5584
H 5.027 0.501 -2.806 -0.7520 -0.3939 0.1420
C -6.388 -2.819 -1.560 -0.1855 0.0674 0.0859
C -5.000 -3.370 -1.246 0.0268 -0.0796 -0.6068
C -4.658 -3.305 0.244 -1.0563 1.5121 -0.0389
C -4.682 -1.860 0.714 -0.2357 7.9629 3.0403
N -4.702 -0.661 1.103 -0.0444 -9.9328 -2.9725
H -6.469 -1.758 -1.305 -0.0006 -0.1340 0.0187
H -6.600 -2.913 -2.630 0.0647 -0.0487 0.2138
H -7.161 -3.367 -1.010 0.0950 0.1098 -0.1193
H -4.256 -2.808 -1.824 0.0121 -0.1189 0.1390
H -4.947 -4.412 -1.580 0.1024 0.1064 0.1805
H -3.661 -3.723 0.419 -0.3958 -0.2523 -0.2728
H -5.377 -3.887 0.830 0.1672 0.1315 0.0978
Br 4.939 0.757 4.877 0.4072 -0.2034 2.6252
Mg -1.961 -3.525 1.271 1.2759 0.1803 0.0501
O 2.178 4.393 5.300 0.4026 0.0848 -0.2939
H 2.588 5.183 5.684 -0.2122 -0.2253 -0.0606
H 2.851 4.053 4.691 -0.0747 0.0509 0.2558
F 6.439 0.135 -3.653 -0.4982 2.6963 -2.1987
Br 1.039 -5.675 -1.728 0.4948 -3.2888 -0.6010
Be 6.139 1.712 -5.077 0.6152 -2.5118 2.1423


No. 2
59
Properties=species:S:1:pos:R:3:forces:R:3 method="wB97M-V/def2-TZVPD" homo_energy_ha=-0.3048 lumo_energy_ha=-0.09666 orbital_gap_ev=5.7 charge=0
C -1.753 5.208 4.455 -0.5701 -0.1346 -0.0059
C -2.726 4.842 3.202 0.8959 0.8786 -0.1256
I -4.779 5.395 3.798 0.1532 -1.9574 0.3264
C -2.355 5.798 1.926 0.0730 -0.6919 1.2437
I -3.240 7.788 2.339 1.6558 0.3887 -0.8988
O -2.946 5.338 0.683 2.2578 -0.0547 -0.7690
C -2.218 5.795 -0.462 -0.8152 5.2494 -1.6121
O -2.461 6.935 -0.944 0.8000 -5.2238 2.1980
N -1.146 4.992 -1.147 -4.1769 0.0205 -0.2234
C -1.732 3.649 -1.465 -0.2865 -1.4916 -0.2397
C -1.704 2.585 -0.262 -0.8826 -0.2202 0.5076
O -0.647 1.575 -0.427 -0.7463 1.4552 1.2506
O -0.120 4.925 -0.225 4.9845 -0.9678 -1.8481
C 1.082 4.808 -1.017 3.6144 -0.0614 2.3100
N 2.275 4.711 -1.241 -6.5328 0.4747 0.6947
H -2.358 5.021 5.415 1.0506 0.3899 -1.4451
H -0.826 4.531 4.512 -1.3365 1.0730 -0.3984
H -1.453 6.319 4.404 -0.4642 -1.7922 0.1508
H -2.642 3.728 2.955 -0.4440 1.6939 0.1747
H -1.210 5.835 1.888 -1.6691 0.2677 -0.2049
H -1.218 3.188 -2.397 -0.5849 0.8283 1.6873
H -2.828 3.839 -1.784 1.7722 -0.1607 0.5772
H -2.756 2.095 -0.234 1.8403 0.5180 -0.1210
H -1.577 3.059 0.786 -0.2259 -0.3578 -1.9073
H -0.286 1.474 0.489 -0.3844 -0.2368 -1.3296
C 0.511 -2.703 0.726 0.4685 0.0898 -0.2804
O -0.342 -3.283 1.707 -1.9970 -1.9364 -2.0694
P -1.979 -2.762 1.674 1.9146 6.3560 7.3956
O -1.579 -1.304 1.883 -0.2755 -0.6956 -1.5390
O -2.237 -3.476 3.130 -0.5966 -0.4749 -1.1570
C -1.326 -3.225 4.190 0.6021 -0.4225 0.3253
O -3.635 -2.308 1.606 1.0326 -2.6443 -2.2936
C -4.526 -3.364 1.254 -0.5344 -0.2829 0.0050
H 1.392 -3.337 0.616 -0.1940 -0.1125 -0.0086
H -0.001 -2.635 -0.236 0.2856 0.1305 0.0335
H 0.833 -1.713 1.052 -0.2347 0.0028 -0.0417
H -0.819 -2.266 4.083 -0.0949 -0.0125 -0.2012
H -0.586 -4.030 4.230 -0.0003 0.1634 0.0464
H -1.883 -3.221 5.130 -0.1740 -0.0550 -0.2194
H -4.496 -4.157 2.005 -0.0342 -0.0120 -0.0348
H -4.258 -3.769 0.275 -0.2601 -0.0621 0.0009
H -5.540 -2.963 1.207 0.1481 0.0622 0.0004
C 5.149 -5.803 -2.160 0.1101 -0.4088 0.2041
O 5.095 -4.939 -3.288 1.8758 2.6020 1.3439
P 4.113 -3.540 -3.112 -7.3636 -4.5756 -4.9921
O 2.876 -4.388 -2.829 0.9584 0.5681 1.3448
O 4.228 -3.260 -4.725 0.6142 0.8760 0.9515
C 3.984 -4.329 -5.629 0.4702 -0.5026 -0.4509
O 3.165 -2.116 -2.935 3.4138 0.2627 1.3446
C 3.910 -0.900 -2.956 0.0539 0.6275 -0.1142
H 6.035 -6.435 -2.252 0.0310 0.1865 -0.0598
H 5.219 -5.226 -1.235 -0.0558 -0.2658 0.0146
H 4.266 -6.443 -2.138 -0.0534 0.2172 0.0459
H 3.324 -5.087 -5.205 0.0385 0.1214 0.1833
H 4.935 -4.786 -5.914 -0.1627 -0.0526 0.0073
H 3.513 -3.922 -6.526 0.0610 0.2144 0.1907
H 4.408 -0.773 -3.921 0.0092 0.0399 0.0300
H 4.652 -0.901 -2.154 -0.0318 0.2646 -0.0231
H 3.222 -0.067 -2.803 -0.0028 -0.1558 0.0254


No. 3
53
Properties=species:S:1:pos:R:3:forces:R:3 method="wB97M-V/def2-TZVPD" homo_energy_ha="-0.7472 / -0.8069" multiplicity=5 lumo_energy_ha="-0.38191 / -0.58281" orbital_gap_ev="9.9 / 6.1" charge=+4 de_lowest_ev=0.000 s_squared=6.02
Pt -0.283 0.133 0.505 -0.0367 0.0119 -0.0266
C -3.010 2.162 1.180 -0.0117 0.0372 0.0146
C -3.777 1.098 0.409 -0.0025 0.0127 0.0454
S -2.653 0.145 -0.640 0.0630 -0.0134 -0.1467
C -3.084 -1.593 -0.346 0.0010 -0.0380 0.0250
C -2.876 -2.091 1.072 -0.0550 0.0239 -0.0264
S -1.204 -1.767 1.744 -0.0282 -0.0966 -0.0020
C -1.630 -1.006 3.340 0.0273 0.0002 0.0033
C -2.394 0.303 3.242 -0.0241 0.0178 -0.0093
S -1.608 1.505 2.116 0.0334 0.0377 0.1789
H -3.661 2.681 1.888 -0.0175 -0.0219 -0.0064
H -2.579 2.920 0.523 -0.0089 -0.0111 -0.0078
H -4.497 1.579 -0.258 0.0171 0.0133 -0.0010
H -4.333 0.419 1.053 0.0021 -0.0041 0.0029
H -2.485 -2.158 -1.062 -0.0024 0.0143 0.0002
H -4.127 -1.724 -0.649 -0.0055 0.0168 0.0239
H -3.012 -3.174 1.098 0.0210 0.0017 -0.0141
H -3.600 -1.663 1.763 -0.0015 0.0039 -0.0112
H -0.676 -0.885 3.846 0.0170 0.0267 0.0243
H -2.213 -1.740 3.899 -0.0116 -0.0061 -0.0261
H -2.423 0.785 4.222 0.0167 0.0049 -0.0068
H -3.423 0.164 2.921 -0.0062 -0.0092 0.0118
C 2.249 3.629 -1.919 -0.0639 -0.1534 -0.0190
O 1.673 2.397 -2.496 -0.0322 0.0789 0.0087
C 1.144 1.486 -1.777 -0.0709 -0.1839 0.1391
O 1.163 1.418 -0.512 -0.0580 0.1390 -0.3008
N 0.517 0.519 -2.486 -0.0193 0.0718 0.1378
N 0.050 -0.591 -1.774 0.1235 -0.0641 0.0713
H 1.755 4.445 -2.436 0.0551 0.0037 -0.0122
H 3.309 3.598 -2.148 -0.0040 0.0538 0.0064
H 2.054 3.654 -0.852 0.0273 0.0245 -0.0033
H 0.506 0.514 -3.500 0.0801 0.0129 -0.0031
H 0.783 -1.298 -1.676 -0.0053 -0.0330 -0.1286
H -0.723 -1.004 -2.292 -0.0238 0.0016 0.0138
C 4.578 1.743 5.831 -0.0551 0.0783 0.2142
C 5.096 0.634 4.957 0.5249 0.0178 -0.1895
C 5.351 -0.728 5.517 -0.0375 -0.1333 -0.0700
C 4.849 0.742 3.451 -0.2086 -0.0496 -0.0246
N 3.424 0.545 3.092 0.0830 -0.0554 0.0112
C 2.812 0.678 1.912 -0.0147 0.0921 -0.0463
N 1.548 0.338 2.080 0.1380 -0.0289 0.0817
N 1.415 -0.010 3.377 -0.1103 -0.0038 0.0017
N 2.526 0.109 3.985 -0.0267 0.0173 0.0448
H 5.111 1.896 6.776 0.0690 -0.0335 -0.0385
H 3.608 1.307 6.186 -0.0634 0.0262 -0.0718
H 4.426 2.688 5.319 -0.0320 -0.0127 -0.0323
H 6.217 1.003 5.141 -0.2241 0.0064 0.0710
H 4.595 -1.412 5.088 -0.0745 -0.0085 0.1035
H 5.389 -0.725 6.605 -0.0454 0.0051 0.0022
H 6.283 -1.212 5.168 0.0445 0.0877 -0.0334
H 5.431 -0.013 2.922 0.0195 0.0097 0.0180
H 5.138 1.732 3.097 0.0271 -0.0089 0.0098
H 3.279 1.008 1.000 -0.0091 0.0197 -0.0077


No. 4
47
Properties=species:S:1:pos:R:3:forces:R:3 method="wB97M-V/def2-TZVPD" homo_energy_ha=-0.3463 lumo_energy_ha=0.01992 smiles="O=C1C[C@H](COO)CO1.CCOCC.CCOCC" orbital_gap_ev=10.0 charge=0
O -0.194 3.707 2.219 0.9716 -1.5604 0.5291
C 0.567 2.772 2.334 -0.7629 1.0669 -0.2623
C 1.930 2.646 2.974 -0.2092 -0.3818 -0.6112
C 2.712 1.933 1.839 0.5651 0.5232 0.5016
C 3.730 2.858 1.134 -0.4108 -0.1501 0.2859
O 3.792 2.752 -0.264 0.0281 -0.1266 -0.3200
O 2.759 3.611 -0.780 0.0257 0.3355 0.2904
C 1.595 1.354 0.975 -0.6094 -0.2062 -0.0081
O 0.374 1.538 1.740 -0.1608 0.5190 -0.3153
H 1.792 1.893 3.740 0.0051 0.1390 0.5395
H 2.377 3.541 3.375 -0.0028 0.3051 -0.0069
H 3.296 1.162 2.327 -0.0190 -0.4696 -0.2121
H 3.561 3.891 1.422 -0.0434 0.2707 -0.1171
H 4.724 2.584 1.465 0.2921 -0.0024 -0.0238
H 2.476 3.122 -1.558 0.0149 -0.1980 -0.2301
H 1.686 0.311 0.711 0.0914 -0.2851 0.1863
H 1.426 1.909 0.062 0.3290 0.1601 -0.2288
C 2.088 -4.515 -0.664 0.0056 0.0223 -0.1035
C 1.853 -3.076 -0.239 -0.0518 -0.0765 0.0725
O 2.197 -2.118 -1.224 0.0954 0.1455 0.0642
C 1.494 -2.203 -2.450 -0.0821 -0.0113 -0.0793
C -0.011 -2.038 -2.314 0.0070 0.0000 0.0991
H 3.130 -4.663 -0.949 0.0138 -0.0053 0.0126
H 1.852 -5.189 0.159 0.0123 0.0054 0.0261
H 1.465 -4.799 -1.513 -0.0429 -0.0099 0.0349
H 2.487 -2.843 0.616 0.0185 0.0446 -0.0101
H 0.817 -2.936 0.088 -0.0149 -0.0259 -0.0342
H 1.735 -3.138 -2.967 -0.0371 -0.0270 0.0242
H 1.894 -1.394 -3.062 0.0462 0.0090 0.0180
H -0.460 -2.832 -1.717 -0.0070 -0.0347 -0.0463
H -0.479 -2.059 -3.299 0.0076 0.0143 -0.0189
H -0.249 -1.086 -1.837 -0.0037 0.0113 -0.0071
C -2.842 1.539 0.635 -0.0611 -0.0078 -0.1134
C -3.236 0.110 0.960 0.1058 0.0223 0.0075
O -4.616 -0.174 0.801 -0.0531 -0.0674 0.0886
C -5.139 0.016 -0.498 -0.0391 0.0432 -0.0794
C -4.479 -0.842 -1.566 0.0727 -0.0341 0.0471
H -3.405 2.243 1.248 0.0267 0.0025 0.0225
H -1.778 1.675 0.830 -0.1105 0.0359 0.0188
H -3.027 1.787 -0.413 0.0383 -0.0280 -0.0016
H -3.024 -0.095 2.009 -0.0412 -0.0245 0.0150
H -2.634 -0.596 0.374 0.0032 0.0229 -0.0296
H -5.099 1.074 -0.778 0.0463 -0.0044 -0.0253
H -6.194 -0.250 -0.421 -0.0102 -0.0002 0.0383
H -3.422 -0.603 -1.688 -0.0120 0.0457 -0.0355
H -4.969 -0.683 -2.527 -0.0250 -0.0002 0.0008
H -4.556 -1.899 -1.307 -0.0121 -0.0073 -0.0028


Number 1: largest force on an atom 10.37 eV/A. Number 2: largest force on an atom 10.00 eV/A. Number 3: largest force on an atom 0.56 eV/A. Number 4: largest force on an atom 1.91 eV/A.